Entry 1:
2 unconnected molecules or ions with the total composition C4H10O2, computed with ωB97M-V/def2-TZVPD.

## Properties
net charge = 0

The geometry in XYZ format:
```
16
Properties=species:S:1:pos:R:3:forces:R:3
O 0.389 2.115 -0.424 0.19 0.03 0.02
O 1.506 0.014 0.812 -0.27 -0.24 -0.19
C 0.517 -0.582 0.423 0.27 0.02 0.06
C -0.107 -0.282 -0.928 0.04 -0.02 0.07
C 0.143 1.166 -1.435 -0.05 -0.16 -0.27
C -0.077 -1.689 1.263 -0.03 -0.05 0.06
H 0.362 -0.988 -1.628 -0.07 0.06 0.07
H -1.171 -0.543 -0.912 0.19 0.14 0.10
H 0.968 1.158 -2.160 -0.10 0.00 0.10
H -1.160 -1.788 1.138 0.18 0.06 -0.04
H 1.098 1.740 0.124 -0.03 0.15 -0.07
H -1.307 0.914 1.426 -0.16 0.07 0.11
H -0.959 1.400 0.978 -0.22 -0.04 0.20
H 0.165 -1.513 2.314 -0.01 -0.03 -0.18
H 0.385 -2.637 0.963 -0.06 0.10 0.00
H -0.754 1.515 -1.954 0.15 -0.11 -0.04
```
Forces are in eV/Å.

Atomic charges from the natural (NBO) analysis, expressed in e, are listed below: atom 1 (O): -0.722, atom 2 (O): -0.591, atom 3 (C): 0.638, atom 4 (C): -0.555, atom 5 (C): -0.057, atom 6 (C): -0.726, atom 7 (H): 0.244, atom 8 (H): 0.223, atom 9 (H): 0.165, atom 10 (H): 0.225, atom 11 (H): 0.492, atom 12 (H): -0.050, atom 13 (H): 0.041, atom 14 (H): 0.244, atom 15 (H): 0.243, atom 16 (H): 0.186



Entry 2:
A molecular structure, CH12AgO9, computed with ωB97M-V/def2-TZVPD.

## Properties
net charge = -1

The geometry in XYZ format:
```
23
Properties=species:S:1:pos:R:3:forces:R:3
Ag -10.616 -1.769 7.655 -0.48 1.17 -0.79
O -12.036 0.127 6.847 1.91 1.62 2.24
O -10.590 -2.090 10.046 -1.31 -0.67 -0.23
O -10.235 -4.189 7.568 -1.80 -0.62 -0.48
O -8.275 -1.836 7.567 0.67 0.31 0.04
O -9.236 0.671 6.057 1.65 0.37 -0.35
O -10.508 0.530 8.598 -1.06 1.14 -0.94
O -12.771 0.879 8.909 2.83 0.75 -1.63
O -10.163 -1.668 4.890 -0.92 -2.06 -0.79
O -12.898 -2.556 7.608 0.40 -2.14 0.94
C -11.719 0.698 8.140 -3.57 -4.10 0.58
H -10.791 -4.319 8.348 0.06 0.12 -0.11
H -7.803 -1.543 6.788 -0.29 0.66 -0.63
H -10.099 -1.931 10.818 1.71 0.12 1.52
H -8.604 0.967 6.742 -0.94 -0.30 -0.37
H -9.363 -4.244 7.883 1.74 -0.11 0.64
H -11.082 -1.390 4.896 -0.41 -0.03 0.20
H -9.738 -0.857 5.044 1.34 2.04 0.57
H -7.777 -2.608 7.781 0.44 -0.97 0.60
H -10.085 0.561 6.512 -0.82 0.05 0.56
H -13.373 -1.874 7.157 -0.66 1.18 -0.07
H -11.289 -1.447 10.210 -0.51 0.47 -0.79
H -13.446 -3.127 8.182 0.03 0.99 -0.71
```
Forces are in eV/Å.

Atomic charges from the natural (NBO) analysis, expressed in e, are listed below: atom 1 (Ag): 0.891, atom 2 (O): -1.051, atom 3 (O): -0.967, atom 4 (O): -0.925, atom 5 (O): -0.927, atom 6 (O): -1.030, atom 7 (O): -0.917, atom 8 (O): -0.849, atom 9 (O): -0.980, atom 10 (O): -0.986, atom 11 (C): 0.918, atom 12 (H): 0.481, atom 13 (H): 0.485, atom 14 (H): 0.465, atom 15 (H): 0.476, atom 16 (H): 0.459, atom 17 (H): 0.485, atom 18 (H): 0.491, atom 19 (H): 0.450, atom 20 (H): 0.531, atom 21 (H): 0.524, atom 22 (H): 0.507, atom 23 (H): 0.470



Entry 3:
C3H6O2 in the gas phase, computed with ωB97M-V/def2-TZVPD.

## Properties
net charge = 0

The geometry in XYZ format:
```
11
Properties=species:S:1:pos:R:3:forces:R:3
O 1.811 0.540 1.599 0.43 -0.06 0.14
O -1.575 -0.946 -1.363 0.10 0.06 -0.02
C 0.044 -0.362 0.257 0.56 -0.40 -0.21
C 0.831 0.730 0.941 -0.74 -0.09 0.08
C -0.704 0.112 -0.963 -0.34 -0.55 0.15
H -0.001 0.327 -1.764 0.06 0.35 -0.16
H -2.002 -0.683 -2.182 -0.06 -0.06 -0.02
H 0.414 1.755 0.847 0.03 0.04 -0.08
H 0.737 -1.169 0.005 0.06 0.08 -0.09
H -1.304 0.982 -0.699 0.08 0.35 -0.14
H -0.660 -0.839 0.936 -0.20 0.29 0.35
```
Forces are in eV/Å.

Atomic charges from the natural (NBO) analysis, expressed in e, are listed below: atom 1 (O): -0.504, atom 2 (O): -0.718, atom 3 (C): -0.543, atom 4 (C): 0.448, atom 5 (C): -0.058, atom 6 (H): 0.167, atom 7 (H): 0.470, atom 8 (H): 0.096, atom 9 (H): 0.234, atom 10 (H): 0.161, atom 11 (H): 0.248



Values of energy relative to the best compared isomer or geometry (same formula, charge and spin), in order: 38.6 22.6 28.3, all in kcal per mole.